Molecular formula: CH7N2O
Method: DFT, the ωB97M-V functional and the def2-TZVPD basis

Geometry as XYZ:
```
11
Properties=species:S:1:pos:R:3:forces:R:3
O -0.17598 -1.53710 1.27592 0.057 0.115 0.016
H 0.70150 -0.07802 0.68630 -0.068 -0.530 0.080
H -1.10221 -1.45007 1.01837 0.010 -0.060 0.110
H -0.15051 -2.15508 2.02042 0.038 0.172 -0.175
N 0.91807 0.70129 0.03211 -0.114 0.565 0.561
C -0.10887 0.67220 -1.06617 0.982 0.208 -0.298
N -1.27619 0.48471 -0.73485 -0.412 -0.509 0.454
H 1.87858 0.64753 -0.30428 -0.008 -0.270 -0.169
H 0.88054 1.55459 0.60541 -0.288 0.004 -0.267
H 0.36755 0.80393 -2.03349 -0.195 -0.047 -0.167
H -1.93249 0.35601 -1.49976 -0.001 0.354 -0.145
```
Positions in Å, forces in eV/Å.

Values from the calculation:
HOMO-LUMO gap = 12.40 eV
largest force on an atom = 1.05 eV Å⁻¹
energy above the lowest of the compared OMol25 structures with the same formula, charge and spin = 30.8 kcal per mole
total charge = +1
HOMO level = -16.19 eV

Results of the Mulliken charge analysis, in e, for atoms 1 through 6: atom 1 (O): -0.6928, atom 2 (H): 0.3004, atom 3 (H): 0.3285, atom 4 (H): 0.3317, atom 5 (N): -0.2886, atom 6 (C): 0.0507